Formula: C3H8NORb
Source: the Open Molecules 2025 dataset
Level of theory: ωB97M-V/def2-TZVPD

Calculated values
* gap between HOMO and LUMO: 12.0 eV
* energy relative to the best compared isomer or geometry (same formula, charge and spin): 53.5 kcal/mol
* HOMO level: -20.77 eV
* charge: +2
* largest force on an atom: 0.0899 Eh/bohr
* energy: -272.5378 Ha

Atoms and positions in Å:
Rb: -2.439 1.292 -1.214
C: 1.990 0.477 -0.443
C: 0.484 0.584 -0.412
O: -0.199 1.565 -0.640
N: -0.254 -0.737 -0.015
H: -0.616 -1.190 -0.842
H: 0.430 -1.381 0.358
C: -1.425 -0.585 0.911
H: 2.357 -0.534 -0.268
H: 2.293 1.211 0.304
H: 2.314 0.848 -1.415
H: -1.750 -1.494 1.417
H: -2.256 0.008 0.529
H: -0.929 -0.062 1.729

Listed below, in e, are the Mulliken charges computed for each atom:
1 Rb 1.01
2 C -0.86
3 C 0.68
4 O -0.59
5 N -0.19
6 H 0.32
7 H 0.41
8 C -0.80
9 H 0.35
10 H 0.34
11 H 0.35
12 H 0.36
13 H 0.18
14 H 0.44